No. 1
# C34H86N6O11

A cluster of 6 separate species, C34H86N6O11 in total at a distorted geometry (ωB97M-V/def2-TZVPD, the OMol25 dataset).

The geometry in XYZ format:
```
137
C34H86N6O11 | the OMol25 dataset | ωB97M-V/def2-TZVPD
C -1.48928 -5.36091 1.50221
O -2.54210 -4.45273 1.06508
C -2.47947 -3.11246 1.53247
C -3.40952 -2.27158 0.76097
C -3.03913 -2.27212 -0.68678
N -3.49465 -0.96366 1.26995
H -0.48190 -4.91957 1.43469
H -1.46155 -6.23869 0.85049
H -1.64871 -5.70386 2.54671
H -2.66027 -3.01432 2.62684
H -1.45278 -2.65749 1.38322
H -4.41634 -2.71442 0.83512
H -2.11515 -1.70511 -0.85310
H -3.81686 -1.81041 -1.30373
H -2.95896 -3.31131 -1.02582
H -2.59743 -0.46141 1.23345
H -3.74057 -0.95713 2.26479
C 2.29026 -5.08935 1.64626
O 2.43242 -4.54976 0.33274
C 1.64192 -3.35194 0.07837
C 2.08531 -2.19111 0.91512
N 1.45806 -1.00129 0.44660
C 1.78819 0.22662 1.24740
C 1.48525 1.38205 0.42289
O 2.31600 1.34862 -0.66854
C 2.09665 2.43407 -1.53723
H 3.23420 -5.03176 2.20112
H 2.04157 -6.16215 1.55261
H 1.49866 -4.68756 2.29437
H 0.53897 -3.49542 0.14142
H 1.80733 -3.07372 -0.98172
H 3.20782 -2.18412 0.88218
H 1.79678 -2.33660 1.96943
H 1.65655 -0.80487 -0.52970
H 2.88716 0.21586 1.40720
H 1.21944 0.27176 2.17455
H 1.58061 2.35163 0.98703
H 0.38450 1.39011 0.18890
H 2.10743 3.38097 -0.97700
H 1.10626 2.33278 -2.01730
H 2.84540 2.40829 -2.30854
C 0.18330 -9.16656 1.66806
O 1.29561 -8.54350 2.11887
C 1.89658 -9.20385 3.23328
C 2.64930 -8.24573 4.07799
N 3.80716 -7.80653 3.44417
C 4.41352 -6.71328 4.07455
C 5.66710 -6.34164 3.37796
O 6.02743 -5.08581 3.91184
C 7.10707 -4.49536 3.16960
H -0.29043 -8.50608 0.90876
H -0.57645 -9.33179 2.43960
H 0.42633 -10.08406 1.10025
H 2.52415 -10.04598 2.92549
H 1.06104 -9.59579 3.83701
H 2.88869 -8.79538 5.02333
H 2.01111 -7.41511 4.45387
H 3.62371 -7.62800 2.46393
H 4.65564 -6.99282 5.09397
H 3.79037 -5.80270 4.00221
H 5.51684 -6.31292 2.28376
H 6.49246 -7.02782 3.64390
H 7.27477 -3.50268 3.59279
H 6.87948 -4.44143 2.10437
H 8.05805 -5.04767 3.34834
C -1.86600 6.83529 3.67682
O -2.05052 7.24719 2.40894
C -1.88207 8.55654 2.28733
C -2.42314 8.94375 0.99367
N -1.74013 8.33271 -0.13026
C -2.54034 8.34131 -1.33503
C -1.98132 7.43003 -2.46259
O -2.23655 6.01840 -2.19737
C -3.34526 5.50369 -2.93863
H -0.78959 6.80608 3.95243
H -2.27172 5.82976 3.78640
H -2.36855 7.48770 4.41585
H -0.79457 8.75411 2.38479
H -2.35438 9.15816 3.08073
H -2.39117 10.04090 0.94739
H -3.50443 8.65237 1.04917
H -1.43992 7.39155 0.11674
H -2.60761 9.38304 -1.73022
H -3.62346 8.08532 -1.16312
H -0.88883 7.55013 -2.46295
H -2.41607 7.76694 -3.40891
H -3.43416 4.44703 -2.71385
H -3.19339 5.62563 -4.01808
H -4.29310 5.99340 -2.63693
C 2.42150 3.78071 -5.15180
O 1.89889 2.58040 -4.76406
C 1.76280 1.69068 -5.76585
C 2.33630 0.37110 -5.29204
N 2.56195 -0.61724 -6.36257
C 1.31230 -1.18619 -6.92579
C 1.58032 -1.83748 -8.19595
O 2.21463 -0.91048 -9.18255
C 1.46855 0.21692 -9.60391
H 3.48988 3.70779 -5.39956
H 2.20544 4.50119 -4.37998
H 1.92414 4.14142 -6.08227
H 2.29458 2.05825 -6.67049
H 0.70103 1.62369 -6.03524
H 1.62657 -0.05556 -4.56931
H 3.27610 0.56354 -4.77450
H 2.99682 -0.08885 -7.14096
H 0.52531 -0.42510 -7.07765
H 0.90036 -1.93173 -6.23744
H 0.61912 -2.23104 -8.58505
H 2.34101 -2.60675 -8.04969
H 2.11241 0.83890 -10.22522
H 1.09345 0.84368 -8.77971
H 0.58854 -0.09235 -10.20872
C -3.66191 5.05096 0.80026
O -4.91342 4.73422 1.27142
C -5.20022 3.38094 1.30060
C -5.27113 2.83714 2.69711
N -4.18735 1.94148 3.15990
C -2.87266 2.59304 3.23476
C -1.89806 1.67245 3.95476
O -1.56736 0.53523 3.10516
C -0.83456 -0.43349 3.71100
H -3.60415 6.13459 0.67041
H -3.45460 4.62158 -0.20196
H -2.79708 4.80703 1.44540
H -4.59494 2.81155 0.56405
H -6.21511 3.26573 0.86086
H -6.16579 2.23749 2.77489
H -5.19704 3.72970 3.32120
H -4.04800 1.23565 2.40773
H -2.91248 3.54006 3.78678
H -2.43888 2.82297 2.23093
H -2.29882 1.38063 4.95406
H -0.95812 2.24173 4.21377
H -0.23573 -0.89954 2.93912
H -1.45624 -1.10564 4.31513
H -0.11698 0.02450 4.43795
```

- Net charge: 0
- Gap between HOMO and LUMO: 0.34095 hartree
- E_HOMO: -8.74 eV
- LUMO energy: 0.020 hartree
- Relative energy (zero: lowest compared OMol25 entry of this formula, charge and spin): 140.0 kJ/mol
- Calculated total energy: -68106.300 eV



No. 2
# C34H86O20S2

A cluster of 9 separate species, C34H86O20S2 in total at a distorted geometry (ωB97M-V/def2-TZVPD, the OMol25 dataset).

The geometry in XYZ format:
```
142
C34H86O20S2 | the OMol25 dataset | ωB97M-V/def2-TZVPD
C 16.55656 20.33240 7.81127
C 17.22139 20.82130 9.03780
O 16.83791 22.25253 9.23210
S 17.75839 22.92497 10.40215
C 19.15266 23.53075 9.36804
O 17.05730 24.03579 10.94077
O 18.35480 21.93625 11.20769
H 16.95075 20.84490 6.91381
H 15.47620 20.49031 7.82341
H 16.66582 19.28542 7.61613
H 16.98525 20.31822 9.95766
H 18.32732 20.70518 8.74794
H 18.68715 24.24688 8.68169
H 19.51280 22.70658 8.74889
H 19.84232 23.89328 10.13602
C 13.11280 11.47234 12.89977
C 13.42019 11.83964 11.46042
O 12.71599 10.92847 10.63068
S 12.44639 11.34618 9.07518
C 10.69414 11.66424 9.13728
O 13.17091 12.53283 8.81902
O 12.64415 10.20077 8.28435
H 13.65163 10.54583 13.08297
H 12.05642 11.34349 13.05463
H 13.45080 12.19165 13.57039
H 13.16991 12.87290 11.25079
H 14.49165 11.73623 11.25174
H 10.28793 11.69836 8.13127
H 10.53482 12.64304 9.57186
H 10.15843 10.89202 9.71465
C 17.09312 17.28398 9.65183
O 15.98718 18.03186 10.04077
C 15.28932 17.37966 11.09982
C 14.14180 18.20473 11.60916
O 14.65975 19.37922 12.21747
C 13.76782 20.40733 12.68490
H 17.68329 17.06514 10.57275
H 17.75908 17.91471 9.03222
H 16.89055 16.36389 9.11417
H 16.00778 17.15644 11.94079
H 14.94918 16.41195 10.70313
H 13.48940 17.60202 12.30264
H 13.54306 18.57382 10.77164
H 14.35585 21.26068 12.98984
H 13.20994 20.06978 13.59955
H 13.00710 20.71163 11.92388
C 10.48236 19.08719 15.49451
O 11.86294 18.94746 15.64490
C 12.24556 17.80587 16.36172
C 13.73606 17.62518 16.45880
O 14.26216 17.39489 15.17891
C 15.62929 17.53096 15.11160
H 10.03166 18.26921 14.88899
H 10.19715 20.00934 15.01770
H 10.00926 19.01687 16.49942
H 11.90638 16.98129 15.77178
H 11.76209 17.77538 17.40307
H 13.91973 16.69544 17.06554
H 14.20223 18.48477 16.96231
H 16.18802 16.60553 14.98623
H 15.99635 17.98408 16.02478
H 15.84885 18.08837 14.27838
C 21.36082 22.65925 13.93636
O 21.04146 22.08688 15.16706
C 20.48030 20.76804 15.07687
C 19.09097 20.61235 14.49246
O 18.12293 21.21794 15.33170
C 16.92158 21.37088 14.74171
H 22.27755 22.26046 13.49768
H 21.58682 23.72732 14.10214
H 20.47456 22.60234 13.29122
H 20.27541 20.41298 16.04680
H 21.16060 20.14211 14.56785
H 18.62760 19.65742 14.15890
H 18.96073 21.16326 13.49007
H 16.61602 20.45734 14.19498
H 16.93424 22.07410 13.94592
H 16.19875 21.52687 15.48877
C 14.76444 10.62640 6.07969
O 15.50834 11.65706 5.57241
C 15.89712 12.57092 6.61589
C 16.61816 13.72418 5.97127
O 17.24324 14.47340 6.96106
C 18.53885 15.03382 6.68247
H 14.63525 9.82705 5.34108
H 13.76068 10.93268 6.43506
H 15.21170 10.14818 6.94779
H 16.49719 12.04260 7.35820
H 15.07955 12.95104 7.23270
H 15.86351 14.26625 5.32562
H 17.35010 13.34542 5.36100
H 18.46227 15.88709 5.93568
H 19.21918 14.21636 6.38499
H 18.79008 15.43708 7.62036
C 22.26047 16.46812 7.30853
O 21.48602 15.35579 7.80882
C 21.55909 15.09879 9.22336
C 20.43431 14.21470 9.62864
O 19.24501 14.99900 9.85561
C 18.12787 14.18047 10.33538
H 22.00352 17.44287 7.76336
H 22.19081 16.45827 6.27349
H 23.33463 16.33581 7.66300
H 21.51603 16.01881 9.79232
H 22.56230 14.58843 9.47624
H 20.66524 13.66159 10.54416
H 20.26368 13.56263 8.76600
H 18.59650 13.46130 11.02925
H 17.66298 13.56756 9.51630
H 17.51926 14.87381 10.93866
C 21.46288 19.79346 10.93225
O 21.05651 19.06397 12.09108
C 20.00585 18.10450 11.80217
C 19.76730 17.23971 13.09540
O 20.47696 16.05676 13.02166
C 20.51864 15.48503 14.37001
H 22.48088 19.41576 10.68356
H 21.49336 20.87291 11.20969
H 20.79671 19.62030 10.05855
H 20.37603 17.44348 11.08412
H 19.00506 18.59307 11.52059
H 18.68135 17.07782 13.32341
H 20.10435 17.83708 13.94107
H 19.48356 15.52956 14.82755
H 21.38790 15.97070 14.99374
H 20.81343 14.44082 14.26087
C 13.57858 16.20167 7.99896
O 12.62993 16.48846 9.01670
C 11.34783 15.97165 8.80481
C 10.57974 16.11398 10.05001
O 10.90938 15.16503 11.05825
C 10.11057 15.40386 12.20909
H 14.56820 16.45448 8.32255
H 13.40202 16.69490 7.00018
H 13.70299 15.12297 7.83655
H 11.32380 14.92179 8.34471
H 10.93268 16.67261 8.03196
H 9.56256 16.00805 9.66725
H 10.70194 17.11779 10.42857
H 10.48733 16.23979 12.84327
H 9.98964 14.49847 12.83085
H 9.14404 15.70343 11.80784
```

- Net charge: 0
- Gap between HOMO and LUMO: 0.34579 hartree
- E_HOMO: -9.01 eV
- LUMO energy: 0.015 hartree
- Relative energy (zero: lowest compared OMol25 entry of this formula, charge and spin): 30.0 kJ/mol
- Calculated total energy: -99260.601 eV